No. 1
This record from the OMol25 dataset describes a cluster of 2 separate species, C2H5N3S in total at a distorted geometry. The level of theory is the ωB97M-V functional and the def2-TZVPD basis.

lowest unoccupied orbital energy: 0.9 eV
net charge: 0
SMILES: [H]/N=N\C.N=C=S
gap between HOMO and LUMO: 9.81 eV
energy above the lowest of the compared OMol25 structures with the same formula, charge and spin: 299.0 kJ/mol

Geometry as XYZ:
```
11
Properties=species:S:1:pos:R:3:forces:R:3
S -3.1425 1.0600 1.0544 -0.21 0.84 2.02
N -2.6895 0.1243 -1.4290 1.07 -2.45 -3.76
N 0.2493 0.4294 -0.4215 -0.16 0.83 0.38
N 1.1799 -0.3525 -0.4799 -0.08 -1.58 -1.16
C -2.8091 0.4881 -0.3315 -0.37 0.20 0.98
C 2.1573 -0.5342 0.5788 0.64 2.00 -0.84
H -2.2447 -0.7008 -1.8848 -0.58 1.42 0.71
H 0.1817 1.0249 0.4565 0.39 -0.65 -0.04
H 1.6647 -0.2914 1.4791 -0.31 0.62 1.55
H 2.5566 -1.5492 0.6955 0.06 0.45 -0.77
H 2.8962 0.3014 0.2825 -0.44 -1.69 0.91
```
Forces are in eV/Å.

=====

No. 2
This record from the OMol25 dataset describes a cluster of 2 separate species, C4H11BNO3 in total. The level of theory is the ωB97M-V functional and the def2-TZVPD basis.

lowest unoccupied orbital energy: 3.5 eV
net charge: -1
gap between HOMO and LUMO: 7.38 eV

Geometry as XYZ:
```
20
Properties=species:S:1:pos:R:3:forces:R:3
O -1.6412 2.1616 1.7175 -0.05 0.05 0.00
O -1.4321 4.3536 1.2506 -0.01 -0.02 -0.01
O -1.4390 2.8171 -0.3944 -0.04 0.02 0.09
N 0.0231 -1.8894 -0.4573 -0.02 0.26 0.07
C -1.4949 3.2162 0.8885 0.03 0.00 0.01
C -1.9253 0.9937 0.9241 -0.02 -0.10 -0.05
C 2.7139 -2.0666 -0.5837 -0.09 -0.04 0.09
C -1.3407 1.3750 -0.4168 0.22 -0.27 -0.04
B 1.3989 -1.1549 -0.2062 -0.32 -0.10 0.02
H 1.3715 -0.1157 -0.8977 0.15 -0.04 0.12
H -3.0103 0.8670 0.8938 0.00 -0.02 0.00
H 2.6425 -2.4945 -1.5940 0.04 0.03 -0.03
H 1.4317 -0.8902 1.0115 0.03 0.19 -0.13
H 3.6653 -1.5230 -0.5228 -0.02 0.06 -0.02
H 2.7981 -2.9108 0.1153 0.01 -0.07 -0.05
H -1.4527 0.1133 1.3489 0.11 0.07 0.02
H -0.0671 -2.1829 -1.4258 0.03 -0.08 0.03
H -1.8931 0.9870 -1.2667 -0.04 0.07 -0.01
H -0.2950 1.0738 -0.4920 -0.01 0.01 -0.04
H -0.0536 -2.7303 0.1072 0.02 -0.03 -0.07
```
Forces are in eV/Å.

=====

> The highest lowest unoccupied orbital energy belongs to which entry?

C4H11BNO3

=====

> Among the records above, which one has the lowest lowest unoccupied orbital energy?

C2H5N3S

=====

> Look up the lowest unoccupied orbital energy of the second one.

3.5 eV